Entry 1:
The following is a quantum chemistry calculation of one molecule with the formula C5H5NO in a non-equilibrium geometry, from OMol25.

LUMO level	0.034	Eh
SMILES	c1onc2c1CC2
Kohn-Sham gap	10.716	eV
HOMO level	-9.79	eV
max |F|	0.0631	Eh/bohr

Geometry as XYZ:
```
12
C5H5NO | OMol25 | ωB97M-V with the def2-TZVPD basis set
C 0.45294 -0.47847 1.79854
O -0.48456 0.33626 2.36629
N -1.13357 1.05492 1.38787
C -0.63115 0.47574 0.28592
C 0.42058 -0.51994 0.45610
C 0.58131 -0.54155 -1.08901
C -0.58709 0.44512 -1.20138
H 1.06118 -0.74830 2.62527
H 1.42061 -0.03144 -1.55990
H 0.55499 -1.44777 -1.62048
H -1.39664 0.05850 -1.89071
H -0.25860 1.39695 -1.55851
```

These are the Mulliken partial charges, in e, on atoms 1 to 8: -0.501 -0.106 -0.506 0.246 0.214 -0.443 -0.313 0.435

Entry 2:
The following is a quantum chemistry calculation of C5H6O2 as an isolated structure in a non-equilibrium geometry, from OMol25.

LUMO level	0.027	Eh
Kohn-Sham gap	10.583	eV
HOMO level	-9.85	eV
max |F|	0.0305	Eh/bohr

Geometry as XYZ:
```
13
C5H6O2 | OMol25 | ωB97M-V with the def2-TZVPD basis set
O 0.87034 0.55015 -2.69965
C -0.05482 0.38952 -1.93157
C 0.24673 0.77348 -0.50950
O -0.85495 1.17140 0.33675
C -0.41111 0.26543 1.36507
C -0.43555 -1.16022 0.91879
C 0.69801 -0.25978 0.50665
H -1.03703 0.01523 -2.27162
H 1.06497 1.45562 -0.78550
H -0.44895 0.59607 2.40127
H -0.14653 -1.89393 1.67144
H -1.17902 -1.50826 0.20682
H 1.73739 -0.42682 0.73988
```

These are the Mulliken partial charges, in e, on atoms 1 to 8: -0.471 -0.115 0.170 -0.441 -0.038 -0.669 -0.296 0.366

Entry 3:
The following is a quantum chemistry calculation of a 2-piece molecular cluster, C7H11N2S2 overall, from OMol25.

total charge	+1
LUMO level	-0.169	Eh
Kohn-Sham gap	7.408	eV
HOMO level	-12.01	eV
max |F|	0.0180	Eh/bohr

Geometry as XYZ:
```
22
C7H11N2S2 | OMol25 | ωB97M-V with the def2-TZVPD basis set
C 1.93832 1.72559 1.14733
C 1.07283 2.73863 0.74558
C 1.41627 0.51345 1.59336
C -0.28788 2.51800 0.79638
C 0.04920 0.34103 1.61239
C -0.96598 -1.97198 -0.57593
C -0.03428 -0.91914 -1.13716
N -0.75890 1.34062 1.22662
N -1.36440 -2.88429 -1.61613
S 1.62224 -1.45501 -1.24730
S -0.55886 0.49936 -1.76201
H 3.00557 1.87767 1.11293
H 1.45064 3.68642 0.39988
H 2.06790 -0.28502 1.91552
H -1.00727 3.26391 0.49008
H -0.46484 -2.54650 0.21019
H -1.86868 -1.49581 -0.17805
H -0.41091 -0.56928 1.96489
H -0.59598 -3.43955 -1.97426
H -1.85141 -2.42583 -2.37790
H 2.07521 -0.46433 -2.01747
H -1.76428 1.18826 1.23085
```

These are the Mulliken partial charges, in e, on atoms 1 to 8: -0.221 -0.293 -0.373 -0.419 -0.376 -0.895 0.328 0.152

Entry 4:
The following is a quantum chemistry calculation of one molecule with the formula C5H6Cl2O in a non-equilibrium geometry, from OMol25.

LUMO level	-0.015	Eh
SMILES	C=C(C)C(=O)C(Cl)Cl
Kohn-Sham gap	9.942	eV
HOMO level	-10.34	eV
max |F|	0.0782	Eh/bohr

Geometry as XYZ:
```
14
C5H6Cl2O | OMol25 | ωB97M-V with the def2-TZVPD basis set
C -0.90737 1.12954 -0.64525
C -0.74265 -0.05279 -0.03193
C -1.70967 -1.11594 0.56316
C 0.76000 -0.28472 0.36062
O 1.09929 -0.98186 1.30020
C 1.84373 0.36575 -0.37991
Cl 3.44116 -0.62219 -0.48920
Cl 2.23664 1.95113 0.42990
H -1.79350 1.38202 -1.15894
H -0.08653 1.79357 -0.82982
H -1.92388 -1.89413 -0.03518
H -2.69798 -0.79227 0.92156
H -1.10109 -1.45886 1.39015
H 1.58185 0.58076 -1.39535
```

These are the Mulliken partial charges, in e, on atoms 1 to 8: -0.901 0.661 -1.118 0.519 -0.541 -0.309 -0.157 -0.122

Copy entry 2 word for word.
The following is a quantum chemistry calculation of C5H6O2 as an isolated structure in a non-equilibrium geometry, from OMol25.

LUMO level	0.027	Eh
Kohn-Sham gap	10.583	eV
HOMO level	-9.85	eV
max |F|	0.0305	Eh/bohr

Geometry as XYZ:
```
13
C5H6O2 | OMol25 | ωB97M-V with the def2-TZVPD basis set
O 0.87034 0.55015 -2.69965
C -0.05482 0.38952 -1.93157
C 0.24673 0.77348 -0.50950
O -0.85495 1.17140 0.33675
C -0.41111 0.26543 1.36507
C -0.43555 -1.16022 0.91879
C 0.69801 -0.25978 0.50665
H -1.03703 0.01523 -2.27162
H 1.06497 1.45562 -0.78550
H -0.44895 0.59607 2.40127
H -0.14653 -1.89393 1.67144
H -1.17902 -1.50826 0.20682
H 1.73739 -0.42682 0.73988
```

These are the Mulliken partial charges, in e, on atoms 1 to 8: -0.471 -0.115 0.170 -0.441 -0.038 -0.669 -0.296 0.366